(1)
{
  "formula": "C6H13N2S",
  "method": "ωB97M-V/def2-TZVPD",
  "elements": ["C", "N", "C", "N", "C", "C", "C", "S", "C", "H", "H", "H", "H", "H", "H", "H", "H", "H", "H", "H", "H", "H"],
  "xyz": [[-1.02108, -1.92974, 1.38364], [-1.01035, -1.44272, 0.20983], [-0.55173, -0.53327, -0.61919], [-0.90114, -0.45546, -1.85792], [0.43351, 0.46625, -0.06370], [-0.39774, 1.50690, 0.64056], [-1.12623, 2.45856, -0.36565], [1.61140, -0.34742, 1.12931], [2.76806, -1.48285, 0.20338], [-0.59527, -2.93567, 1.66975], [-1.72795, -1.37099, 2.07576], [-0.53115, 0.18631, -2.49100], [-1.74910, -0.86667, -2.10305], [1.00010, 0.90439, -0.88524], [0.32046, 2.06816, 1.27343], [-1.07822, 0.87853, 1.14006], [-0.39136, 2.84675, -0.96499], [-1.68131, 3.12670, 0.23859], [-1.88526, 1.93481, -0.96714], [1.91910, -1.80067, -0.39999], [3.00315, -2.22649, 0.92755], [3.59214, -0.98541, -0.17400]],
  "forces_ev_per_a": [[-1.5, 0.7, 0.1], [1.1, 0.4, -0.8], [0.7, -1.4, 2.6], [-0.7, -0.4, -0.3], [1.8, -1.4, -0.5], [0.9, 0.9, -1.0], [-1.1, -2.9, 1.9], [0.2, 1.2, 0.9], [-3.9, 0.5, 1.0], [-0.2, 1.3, -0.5], [1.0, -1.1, -0.2], [0.8, 1.3, -0.8], [-1.4, -1.1, -0.9], [0.1, -0.1, -0.1], [-0.9, -0.2, 0.0], [-1.1, 0.1, 1.7], [1.4, 1.6, -1.5], [-0.3, 1.3, 0.2], [0.4, 0.0, 0.1], [1.3, -0.9, -1.2], [0.3, -0.6, 0.4], [1.3, 0.8, -1.1]],
  "multiplicity": 1,
  "orbital_gap_ev": 8.3835,
  "total_energy_ha": -743.7990,
  "smiles": "C=NC(=[NH2+])[C@@H](CC)SC",
  "e_lumo_ev": -4.4,
  "charge": 1,
  "de_lowest_kj_mol": 258.5
}

---

(2)
{
  "formula": "C3H3ClO2",
  "method": "ωB97M-V/def2-TZVPD",
  "elements": ["C", "C", "C", "O", "O", "Cl", "H", "H", "H"],
  "xyz": [[-1.57514, 0.31690, 0.14020], [0.79365, 0.14202, 0.63860], [1.32352, -0.18170, -0.54221], [-2.57425, 0.92118, 0.17925], [-0.42777, 0.72665, 0.67681], [-1.55674, -1.30796, -0.50738], [1.06210, -0.12947, 1.60316], [0.70267, 0.17494, -1.43166], [2.25197, -0.66255, -0.75677]],
  "forces_ev_per_a": [[0.1, -0.8, 0.2], [-3.4, 1.9, 6.6], [1.7, -1.1, -9.5], [-0.8, 1.0, -0.1], [-0.5, 0.9, 0.1], [0.4, -0.5, -0.2], [0.9, -0.5, 1.4], [1.4, -0.6, 1.1], [0.2, -0.2, 0.2]],
  "multiplicity": 3,
  "orbital_gap_ev": [6.8331, 8.7656],
  "total_energy_ha": -726.5911,
  "e_lumo_ev": [0.7, -2.6],
  "de_lowest_kj_mol": 213.8,
  "s2": 2.01
}

---

(3)
{
  "formula": "C7H9BO2S",
  "method": "ωB97M-V/def2-TZVPD",
  "elements": ["B", "C", "C", "C", "C", "C", "C", "C", "O", "O", "S", "H", "H", "H", "H", "H", "H", "H", "H", "H"],
  "xyz": [[0.84758, 1.21858, 0.48752], [-3.18924, 0.03172, -0.45817], [-3.52581, 1.13247, 0.28469], [-1.10853, 0.56514, 0.24804], [-1.82340, -0.34025, -0.53378], [-0.58941, -2.45181, -0.91957], [-1.49336, -1.50635, -1.33220], [3.11404, 1.49634, -0.38289], [1.16289, 1.84824, 1.67190], [1.78120, 1.13909, -0.54880], [-2.08105, 1.70870, 1.04380], [-4.07618, -0.33802, -0.89078], [-4.45267, 1.54576, 0.61956], [-0.52074, -3.28319, -1.58113], [-0.09323, -2.31251, -0.01231], [-2.16489, -1.58651, -2.15387], [3.64874, 0.65744, -0.81266], [3.31617, 1.78843, 0.64136], [3.34189, 2.36534, -1.02274], [0.32906, 1.72105, 2.18248]],
  "forces_ev_per_a": [[-0.9, -0.8, -1.9], [-1.5, 1.8, 0.6], [2.0, -0.3, 1.0], [4.3, 0.6, 0.1], [-0.4, 1.6, 0.9], [-3.0, 2.1, -2.6], [2.1, -1.1, 2.0], [0.5, 0.8, -0.8], [-1.9, -1.0, -0.4], [-3.6, -0.4, 1.4], [-0.4, 0.1, -0.5], [-0.3, -1.5, -1.1], [-0.5, -0.1, -0.3], [0.6, -0.8, 0.1], [0.9, -0.1, 1.1], [0.0, -0.6, -0.9], [0.7, -0.1, 0.6], [0.5, -0.4, 0.2], [-0.2, -0.2, 0.2], [1.0, 0.4, 0.2]],
  "multiplicity": 1,
  "orbital_gap_ev": 8.9819,
  "total_energy_ha": -845.6365,
  "e_lumo_ev": 0.6,
  "de_lowest_kj_mol": 162.0
}

---

(4)
{
  "formula": "C10H18N2O2S2",
  "method": "ωB97M-V/def2-TZVPD",
  "elements": ["O", "O", "S", "C", "N", "C", "N", "S", "C", "C", "C", "C", "C", "C", "C", "C", "H", "H", "H", "H", "H", "H", "H", "H", "H", "H", "H", "H", "H", "H", "H", "H", "H", "H"],
  "xyz": [[0.51529, 1.13031, 0.89629], [0.48052, -2.60298, -2.86569], [-5.20782, 0.13801, 3.86719], [-4.39141, -0.04050, 2.52068], [-3.58781, -0.11448, 1.58592], [1.14433, 1.86497, 0.16847], [1.30637, 1.53764, -1.15100], [0.92653, -2.53114, -1.46871], [1.75058, 3.13981, 0.75661], [2.10314, 2.38958, -2.02125], [-2.17285, -0.35274, 1.34392], [0.83486, 0.28937, -1.75894], [1.74811, -0.81479, -1.15699], [-0.63156, -2.44970, -0.55669], [-1.86388, -1.86937, 1.58758], [-0.52611, -2.41479, 0.95281], [2.87395, 3.00826, 0.61855], [1.64908, 3.13015, 1.85959], [1.40437, 4.12844, 0.36932], [1.51111, 2.80325, -2.88422], [2.62424, 3.25647, -1.55036], [2.95424, 1.73921, -2.40866], [-2.17261, -0.18389, 0.28829], [-1.51913, 0.33254, 1.95830], [-0.18528, 0.12563, -1.53742], [0.94099, 0.29904, -2.86132], [1.93322, -0.75962, -0.05207], [2.68445, -0.79633, -1.71983], [-1.16209, -3.29349, -0.64191], [-1.25504, -1.52440, -0.78850], [-2.59325, -2.48358, 1.28191], [-2.01048, -1.86492, 2.66289], [0.32565, -1.81466, 1.38254], [-0.43169, -3.40128, 1.32271]],
  "forces_ev_per_a": [[-0.5, -0.9, 0.7], [0.0, 0.3, -1.2], [-0.3, -0.1, -0.6], [3.8, -0.1, -2.0], [-3.4, 0.3, 3.5], [-0.6, 0.3, -0.4], [0.5, 2.1, -0.4], [0.8, 0.1, 1.1], [1.8, -0.1, 0.1], [1.3, -0.1, -1.2], [-0.4, -0.9, -0.2], [1.8, -0.2, 1.0], [-1.7, -1.0, -0.2], [0.9, 5.1, 1.7], [2.8, 3.0, 1.1], [0.3, 2.3, 2.3], [-1.2, 0.7, -0.1], [-0.4, -0.2, -0.8], [0.3, -1.0, 0.0], [0.5, -0.6, 0.7], [-0.8, -0.8, 0.0], [-1.0, 0.9, 0.0], [1.1, 0.7, -0.6], [-0.7, -0.8, -0.9], [-1.1, -0.1, 0.4], [0.0, 0.3, 0.7], [-0.4, 0.2, -1.1], [0.0, -0.5, 0.2], [-1.9, -3.2, -1.8], [0.9, -1.4, -0.6], [-3.1, -1.9, -1.7], [1.0, -0.9, 0.5], [-0.7, -0.5, -0.7], [0.4, -1.1, 0.5]],
  "multiplicity": 1,
  "orbital_gap_ev": 9.2613,
  "total_energy_ha": -1448.1079,
  "e_lumo_ev": 0.5,
  "de_lowest_kj_mol": 280.5
}